Below is C146H80F18N3O32S6Tl as an isolated structure at a distorted geometry, with properties calculated with ωB97M-V/def2-TZVPD.

Element x y z (Å)
C1 -5.917690 -0.548721 2.339888
S1 6.094826 -1.729993 0.073299
C2 2.380385 -0.058892 5.953865
C3 2.241822 -4.223596 -4.756202
N1 1.326106 -1.753770 -0.507978
O1 -2.390405 3.505760 -5.973027
C4 -4.351572 3.181473 -0.408899
C5 -5.223728 3.582432 0.836623
N2 3.166529 -5.647174 -0.638610
C6 -4.537661 1.156487 4.260574
C7 -7.852189 -0.469370 3.856987
C8 2.488977 0.163630 -6.448466
C9 -5.908037 0.646530 4.512943
C10 -3.331770 3.107432 -5.284936
F1 9.034527 -0.884079 3.661749
C11 5.325544 5.094133 5.529273
H1 -1.243296 -2.681161 6.815781
H2 0.719405 6.476514 4.745348
C12 -1.175111 5.767018 -1.800641
C13 2.551572 -0.299393 3.168869
F2 -2.467132 -2.787876 -0.341824
H3 -5.779095 -1.666431 -8.403719
O2 -0.575196 -6.722942 2.824053
F3 3.253569 -8.695520 0.819674
C14 -0.811090 5.305177 2.690981
H4 6.402210 2.384967 -4.046088
H5 1.790728 1.917647 5.582344
H6 -1.194911 1.518155 0.955838
O3 2.994958 -7.764939 -1.981732
C15 4.711451 5.476862 4.340245
H7 -1.451342 -0.917525 -4.745272
C16 2.194603 -7.865948 0.541120
F4 7.743976 0.190567 -0.505684
C17 -6.293345 2.836393 1.209994
C18 -0.072046 -4.753303 -4.781587
O4 4.983120 -4.281780 -0.164926
F5 5.777629 -7.379805 -1.831105
O5 -3.939552 6.886596 1.343526
F6 1.002288 -1.324046 -3.171542
H8 -1.018452 -5.427529 -6.536500
H9 6.976088 4.137990 6.516468
C19 -3.350830 -0.923257 -3.796520
C20 2.101360 1.013507 5.087924
H10 -7.859092 2.534132 2.585981
C21 -0.093490 -5.002929 -6.141348
C22 0.052508 4.232524 2.151632
C23 -4.013946 -3.386495 2.837925
H11 -0.643576 4.075463 -3.005126
C24 -3.671688 -6.407217 -1.618057
C25 1.954550 2.547169 -6.062699
C26 -0.510720 6.642429 2.468565
O6 -6.426595 -1.386522 1.634050
C27 5.393967 5.332909 3.111930
C28 3.150973 -3.756404 5.560713
C29 -1.814142 4.950237 3.623212
C30 -4.614712 0.046453 1.995618
C31 3.596547 4.092410 -4.869923
C32 4.452628 3.050519 -4.727949
H12 7.354871 4.675616 2.304800
C33 3.250285 5.776826 6.850661
H13 2.311367 -0.010523 6.975014
F7 5.985252 0.199924 -1.667988
O7 -5.940578 -2.985714 -2.465041
H14 -6.442175 1.963162 0.627639
H15 -2.440315 2.676020 -2.163153
C34 3.483131 -4.353307 -6.889053
C35 4.047162 5.343216 -4.499098
H16 3.012694 -5.491282 2.580969
C36 6.676367 4.790372 3.130345
H17 -3.113610 5.570492 5.056031
H18 0.251262 -3.884339 8.294516
H19 -2.878686 -6.794338 1.544529
C37 -2.654170 1.311362 2.606696
C38 1.851321 3.896384 -1.119047
H20 -4.367484 -3.648279 -7.872705
C39 -1.960707 6.168398 -0.703160
O8 -6.723574 1.559177 -3.481045
O9 2.829064 -2.334603 7.501584
C40 -5.769773 -3.240534 -4.816335
C41 1.250213 -0.016220 -7.058261
H21 2.063311 1.749940 3.104399
O10 3.344134 -3.577505 -2.802242
H22 -7.199424 -1.852912 -4.256574
C42 4.582047 -3.462054 -4.837757
H23 6.824972 4.497962 -2.874585
Tl1 2.919165 -3.284054 -0.363446
H24 5.613614 -3.061457 -7.953508
F8 1.128350 -8.641141 0.332461
C43 -1.276949 -2.707159 -0.952267
C44 -2.368989 -0.399718 -4.607233
O11 0.128904 0.514140 -1.091635
H25 0.720181 -6.321237 7.819040
O12 1.300090 4.639237 -5.101720
H26 -0.645427 0.951884 -7.571124
F9 1.905629 -7.027225 1.572752
H27 -7.286358 3.885357 -2.784244
H28 -1.598649 1.288121 -5.715223
H29 -5.360414 5.944587 3.251062
C45 -5.227398 6.212113 -4.197726
H30 -5.997931 1.637153 6.453648
H31 -3.574473 -6.716857 -0.574704
C46 -3.940797 -5.420238 -4.186261
C47 2.705963 -1.428217 3.967231
C48 -6.497807 -0.132525 3.606911
H32 -8.241710 -1.130438 3.111463
F10 1.939256 0.642645 -3.362428
C49 0.344371 -5.682226 6.998748
H33 -0.589118 6.411616 -2.395425
H34 -7.041921 4.461378 4.096387
H35 2.185174 3.181995 -1.865326
H36 -0.447879 6.983312 6.879702
C50 -4.894772 -4.076733 2.071460
H37 -5.841332 -3.704074 1.856481
O13 -2.253002 -2.079567 4.715834
C51 1.331491 6.487917 8.086290
C52 -4.454887 -5.319908 1.609613
C53 -6.441513 4.335710 -3.295885
C54 1.101040 5.869661 0.667162
C55 6.645958 -2.200996 -4.915397
S2 2.328395 -6.922070 -1.060563
C56 -4.924650 -3.183323 -7.148888
C57 -3.457218 1.663585 -4.845373
F11 5.882621 0.793784 0.409237
O14 3.639675 -4.786562 -8.012872
C58 5.560020 -2.942529 -6.899468
C59 6.582163 4.553187 5.548063
H38 3.802651 -4.371762 7.450814
C60 1.161847 -4.970784 -6.765682
C61 -3.945651 -4.901923 -5.548375
H39 5.688488 -2.905032 -3.039279
C62 1.067960 -4.405791 -4.062779
H40 -1.244378 8.655729 2.793641
C63 -1.270977 -4.124561 5.244667
C64 7.276200 4.419920 4.339842
C65 -2.816737 0.357927 0.395902
O15 -3.148451 -5.277000 -6.354662
N3 6.181243 -1.691489 1.578684
H41 -2.442268 -7.896304 -2.568839
H42 -2.785876 -7.094650 -4.822835
C66 5.601438 -2.791349 -4.170258
H43 3.461908 6.212075 -4.712552
C67 3.787909 -5.989775 5.837833
C68 -4.581091 -4.747443 -3.103661
H44 -5.116055 -5.911464 0.966975
C69 -2.047371 -3.198968 4.397630
C70 -5.796013 -2.092486 -7.387966
H45 -3.065814 8.073536 4.167445
C71 -4.377981 3.988794 -4.699261
C72 -4.053740 -0.172682 0.748441
H46 -5.070865 7.285931 -4.452859
O16 2.494156 0.543284 -0.314982
F12 -1.008315 -3.873536 -1.514642
H47 1.275684 -5.087680 -7.817238
C73 -4.464879 -0.170658 -3.539751
C74 -5.512835 5.034309 2.690307
H48 -4.576335 -0.839015 0.097916
C75 5.192412 5.537374 -3.748676
C76 -8.510184 -0.067650 5.013202
C77 -4.926332 -3.780894 -5.865329
C78 -2.571632 5.974761 4.243274
H49 3.682774 -7.291508 4.139601
O17 0.522600 -3.723942 0.597397
S3 7.195920 -2.404944 2.566858
H50 0.930384 -1.000929 -7.450126
C79 -0.878943 -3.640715 6.545777
H51 0.911912 6.713993 9.027017
C80 5.881955 -6.061906 -1.630012
C81 2.782026 1.417422 -5.918669
C82 -0.850325 -5.393237 4.824041
S4 4.713135 -5.707030 -0.231183
C83 3.069678 -5.258060 3.655856
C84 0.624711 7.005347 1.519660
H52 -4.875658 -4.791591 -0.971600
C85 5.965824 4.440926 -3.521523
H53 3.272282 -0.629122 -6.178900
F13 7.049045 -5.617943 -1.286531
H54 -1.852758 7.098468 -0.150680
H55 -2.008969 3.936169 3.919913
C86 2.565531 6.019983 5.716393
C87 2.830012 -2.786007 3.332356
H56 -8.273570 1.090787 6.850808
H57 -2.337568 0.142855 -0.570653
H58 -7.314612 -0.885426 -6.723215
C88 0.676021 2.327112 -6.599747
C89 3.431672 -3.737021 -4.029211
C90 -1.289710 4.457911 -2.185947
O18 6.901223 -2.642418 -0.694873
C91 -2.784809 -3.827147 3.220446
H59 -0.031876 3.124797 -6.580449
F14 -1.393217 -1.801520 -1.861438
C92 -3.198504 4.047611 -0.765844
O19 -0.526176 -1.505427 1.245254
C93 -6.325697 5.709279 -3.529135
C94 -2.974544 5.310554 -0.212841
H60 7.479664 -1.724091 -4.344293
C95 -4.856631 4.756584 1.482982
H61 2.689218 -0.520334 2.107748
O20 5.009207 -6.571075 0.899686
H62 -4.326068 -2.432673 3.274540
S5 1.409275 -0.145695 -0.912371
O21 5.176243 4.900009 7.843975
C96 -6.595716 -2.225083 -5.087690
O22 -4.708145 2.236367 -1.082514
C97 1.952800 6.155593 -0.395955
C98 -5.432374 3.515338 -3.919427
C99 -3.883316 5.731727 0.902581
C100 -3.169560 -5.838038 1.957000
H63 2.473854 7.107395 -0.427450
H64 3.296795 6.002232 8.971171
O23 0.981207 -6.531319 -1.300676
C101 2.861005 -2.434789 6.297043
H65 7.453434 -2.028228 -6.839586
H66 -7.152210 6.342782 -3.210104
H67 -2.047271 1.847992 3.299471
O24 1.038088 8.120741 1.364480
C102 -5.665572 2.015641 -3.773511
F15 7.838254 0.172570 2.296402
O25 -3.883660 1.816443 5.089738
C103 -4.527213 1.146517 -4.095406
C104 -3.116268 -7.071192 -2.680028
C105 0.380529 1.054558 -7.146333
C106 -6.509944 4.173113 3.163372
O26 4.666147 0.627256 -4.810455
C107 0.711625 4.554530 0.897179
C108 0.996422 3.619100 -0.073734
C109 2.607457 -1.285811 5.379776
C110 2.211204 0.918748 3.754388
H68 -5.322978 -0.585914 -2.945431
C111 -7.003139 3.142649 2.377250
C112 -2.402203 -5.148724 2.852712
C113 -2.282426 3.625213 -1.741953
C114 -2.453966 7.311412 3.849242
C115 -3.920796 0.796659 2.945424
C116 3.506684 -6.272920 4.506781
F16 6.879774 -0.351733 4.144706
O27 2.799730 -2.879537 2.127481
C117 4.617727 5.264830 6.854775
C118 -0.063513 -4.392581 7.368430
O28 6.518323 -3.047230 3.680882
C119 -4.302502 5.365989 -4.794306
C120 7.804003 -0.764205 3.239791
H69 8.206901 3.810469 4.338234
O29 0.013849 3.120039 2.713310
H70 0.658317 2.628922 0.070765
C121 -2.395349 0.881193 -5.143610
H71 5.418427 6.556979 -3.578794
H72 -9.517879 -0.388336 5.140177
H73 -1.031402 -4.802117 -4.276718
C122 2.999884 -3.949241 4.181690
C123 -6.546268 1.090579 5.733714
O30 4.624113 -1.672081 -0.210765
O31 2.727764 6.001972 3.302683
C124 -1.358300 7.625076 3.007315
C125 1.887521 -0.454819 -2.635898
H74 4.229646 -6.838088 6.361347
C126 4.013882 1.631223 -5.110376
O32 8.248751 -3.197944 2.002769
F17 3.089535 -1.044644 -2.682856
C127 2.243488 -4.617974 -6.097717
C128 2.171136 3.835693 -5.357551
H75 -3.477586 5.820010 -5.359073
C129 2.348126 5.200652 -1.281969
C130 3.576446 -4.753590 6.422138
C131 2.640879 5.968202 8.076554
C132 6.635093 -2.355375 -6.207438
C133 -4.485685 -5.295933 -1.861404
S6 0.040478 -2.406735 0.281775
C134 3.323215 5.834055 4.363115
C135 4.574177 -3.601419 -6.215269
F18 5.543740 -5.476194 -2.724809
H76 -3.258544 -1.947420 -3.443313
C136 6.513783 0.002673 -0.477501
C137 -0.037146 -6.117364 5.691977
C138 1.238544 6.360922 5.682873
C139 5.670818 3.197834 -4.061872
C140 -1.160340 -5.821472 3.419360
C141 -2.160056 1.135726 1.315598
C142 -5.558345 -3.668850 -3.404180
C143 -6.671340 -1.654418 -6.378287
C144 0.619168 6.618560 6.922038
C145 -3.246729 -6.578650 -3.969056
H77 0.320830 -7.069370 5.239950
H78 4.981799 5.568843 2.137548
H79 3.074111 5.395020 -2.067338
C146 -7.857450 0.769384 5.956393
H80 1.090755 -4.194224 -3.019744

Atoms 1-2, force components in eV/Å:
C 1.3 -0.1 -0.4
S -0.9 -0.1 -1.4

The value obtained for the HOMO energy is -9.22 eV. Its charge is 0. The total energy is -12542.73412 hartree.